1) {
  "formula": "C5H9N",
  "method": "ωB97M-V with the def2-TZVPD basis set",
  "symbols": ["N", "C", "C", "C", "C", "C", "H", "H", "H", "H", "H", "H", "H", "H", "H"],
  "coordinates": [[0.20, 0.46, -1.39], [-0.04, 1.69, -1.81], [1.35, -0.69, 1.34], [-1.82, 0.25, 0.13], [-0.57, -0.14, -0.29], [0.27, -1.30, 0.35], [0.68, 2.25, -2.29], [1.22, -0.17, 2.34], [-0.78, 2.41, -1.34], [-2.50, -0.60, 0.59], [0.77, -1.95, -0.41], [1.92, 0.20, 0.81], [-0.47, -1.91, 1.01], [-2.21, 1.00, -0.48], [1.97, -1.49, 1.47]],
  "multiplicity": 2,
  "s2": 0.76,
  "total_charge": 1
}


2) {
  "formula": "C5H9N",
  "method": "ωB97M-V with the def2-TZVPD basis set",
  "symbols": ["N", "C", "C", "C", "C", "C", "H", "H", "H", "H", "H", "H", "H", "H", "H"],
  "coordinates": [[1.40, -0.30, -1.16], [-1.15, 2.28, 1.10], [0.32, -0.72, -0.46], [0.07, -2.21, -0.51], [-0.41, 0.09, 0.39], [-0.25, 1.52, 0.42], [2.35, -0.56, -0.91], [0.89, -2.87, -0.80], [-0.42, -2.62, 0.39], [-1.17, -0.23, 1.08], [0.58, 2.06, -0.04], [1.47, 0.71, -1.29], [-1.86, 1.85, 1.83], [-0.77, -2.33, -1.22], [-1.06, 3.33, 1.18]],
  "multiplicity": 2,
  "s2": 0.78,
  "total_charge": 1
}


3) {
  "formula": "C5H9N",
  "method": "ωB97M-V with the def2-TZVPD basis set",
  "symbols": ["N", "C", "C", "C", "C", "C", "H", "H", "H", "H", "H", "H", "H", "H", "H"],
  "coordinates": [[1.21, -0.99, -2.37], [-1.02, 1.16, 1.49], [0.20, 0.19, -0.44], [0.16, 0.70, 0.87], [-2.00, 0.28, 1.79], [1.08, -0.87, -0.93], [-0.23, 0.85, -1.20], [1.12, 0.66, 1.37], [-2.59, 0.41, 2.68], [-2.02, -0.70, 1.32], [2.07, -0.80, -0.47], [2.08, -0.60, -2.70], [0.43, -0.61, -2.88], [0.61, -1.79, -0.53], [-1.10, 2.12, 2.00]],
  "multiplicity": 2,
  "s2": 0.76,
  "total_charge": 1
}


Which of them is the most stable, and which is the least stable? 2) and 1), in that order.


1) {
  "formula": "C5H37NO14",
  "method": "ωB97M-V with the def2-TZVPD basis set",
  "symbols": ["O", "O", "O", "O", "O", "O", "O", "O", "O", "O", "O", "O", "O", "O", "N", "C", "C", "C", "C", "C", "H", "H", "H", "H", "H", "H", "H", "H", "H", "H", "H", "H", "H", "H", "H", "H", "H", "H", "H", "H", "H", "H", "H", "H", "H", "H", "H", "H", "H", "H", "H", "H", "H", "H", "H", "H", "H"],
  "coordinates": [[-2.85, 2.96, -0.47], [-1.72, 1.38, -3.61], [3.06, -2.66, 3.08], [1.11, -0.99, -3.23], [2.51, 4.13, -2.05], [2.44, 4.70, 1.13], [0.21, -3.54, -3.05], [-0.12, 3.06, -0.41], [0.45, -3.00, 3.35], [0.75, 1.64, -2.48], [-0.11, 1.39, 2.60], [0.33, -4.24, 0.92], [-1.19, -0.82, 3.82], [-3.21, 1.53, 1.74], [1.93, -0.02, 1.41], [0.22, -1.25, 0.14], [-2.06, -1.69, -0.49], [-3.10, -1.49, -1.30], [-0.64, -1.37, -0.88], [1.63, -0.72, 0.15], [-0.06, -2.19, 3.16], [-0.94, -1.07, 4.72], [-0.08, 1.50, -2.97], [-0.74, 0.05, 3.70], [0.58, 0.78, 2.21], [-2.09, 1.23, -4.49], [1.87, -0.94, -3.81], [2.68, 0.64, 1.34], [-0.12, -1.49, 1.15], [-2.13, -2.21, 0.47], [-3.11, 0.76, 2.31], [-2.52, 2.61, -1.29], [2.98, -2.86, 2.14], [0.40, -3.53, 2.53], [2.30, -1.67, 0.17], [0.10, -2.58, -3.08], [2.22, 4.49, -1.20], [-3.13, 2.27, 0.18], [-0.52, -1.00, -1.86], [1.76, 4.01, 1.15], [0.92, -0.08, -2.89], [0.02, -4.08, 0.03], [-1.07, 3.17, -0.22], [1.10, -4.83, 0.89], [2.15, -2.79, 3.45], [0.12, 3.74, -1.04], [-3.04, 2.28, 2.32], [1.96, -0.59, 2.26], [-2.43, 1.01, -3.08], [-3.12, -0.79, -2.12], [2.31, 3.19, -2.07], [0.82, -3.63, -3.79], [3.32, 4.34, 1.00], [0.53, 1.71, -1.54], [-0.52, 1.77, 1.83], [1.91, -0.18, -0.74], [-4.05, -2.05, -1.19]]
}


2) {
  "formula": "C5H37NO14",
  "method": "ωB97M-V with the def2-TZVPD basis set",
  "symbols": ["O", "O", "O", "O", "O", "O", "O", "O", "O", "O", "O", "O", "O", "O", "N", "C", "C", "C", "C", "C", "H", "H", "H", "H", "H", "H", "H", "H", "H", "H", "H", "H", "H", "H", "H", "H", "H", "H", "H", "H", "H", "H", "H", "H", "H", "H", "H", "H", "H", "H", "H", "H", "H", "H", "H", "H", "H"],
  "coordinates": [[-2.86, -2.37, -1.27], [1.38, 3.03, -2.95], [1.50, 3.29, 0.11], [-3.31, 0.99, -1.01], [3.02, 1.36, -0.99], [3.32, -1.98, 1.51], [-2.83, -2.18, 1.86], [-2.36, 3.14, 0.33], [1.37, -3.23, 0.10], [0.32, -1.89, 2.36], [-4.06, 0.04, 1.38], [3.39, -1.35, -1.12], [3.01, 0.67, 2.94], [-1.43, 2.45, -2.22], [0.17, -0.55, -0.59], [0.08, -0.53, -1.96], [-0.26, -1.62, -2.67], [-0.64, 0.46, 1.40], [0.47, 0.53, 0.34], [-0.71, 1.42, 2.31], [1.77, -3.51, -0.72], [-2.00, 3.07, -0.57], [-2.51, -1.64, -1.80], [-4.71, -0.36, 0.80], [3.29, 0.44, -0.78], [2.40, 2.99, -0.08], [0.72, 0.23, -2.44], [3.80, -1.80, -0.35], [-2.36, 2.15, -2.28], [0.10, 2.13, 2.48], [-3.76, -2.54, -1.56], [-0.14, -1.65, -3.73], [-1.60, 1.64, 2.88], [3.61, 1.53, -1.73], [-3.21, -2.46, 1.01], [-0.58, -2.55, -2.21], [0.20, -1.45, -0.14], [-2.72, 0.23, -0.90], [-3.51, -0.78, 1.61], [0.89, -2.34, 1.72], [0.53, -3.65, 0.31], [0.62, 3.42, -2.52], [0.31, 1.47, -0.21], [-1.51, 3.19, 0.79], [1.77, 3.98, 0.74], [1.48, 0.55, 0.69], [3.23, 0.82, 2.02], [-0.98, 1.61, -2.02], [-0.29, -2.58, 2.63], [3.38, -1.53, 2.37], [2.46, -1.56, -0.94], [-3.32, 1.15, -0.04], [-1.92, -1.93, 1.66], [2.07, 0.71, 3.13], [-1.50, -0.13, 1.17], [2.84, -2.80, 1.64], [1.58, 2.25, -2.50]]
}


3) {
  "formula": "C5H37NO14",
  "method": "ωB97M-V with the def2-TZVPD basis set",
  "symbols": ["O", "O", "O", "O", "O", "O", "O", "O", "O", "O", "O", "O", "O", "O", "N", "C", "C", "C", "C", "C", "H", "H", "H", "H", "H", "H", "H", "H", "H", "H", "H", "H", "H", "H", "H", "H", "H", "H", "H", "H", "H", "H", "H", "H", "H", "H", "H", "H", "H", "H", "H", "H", "H", "H", "H", "H", "H"],
  "coordinates": [[4.11, -0.71, 1.66], [-3.01, 0.60, -3.96], [3.25, 1.96, 0.67], [-1.19, 2.68, 3.43], [0.86, -0.67, -2.71], [-0.55, 1.38, -4.19], [0.76, -3.56, -0.84], [2.60, 0.99, 3.59], [-1.82, -3.65, -1.33], [-2.19, -1.83, -3.43], [2.86, 1.42, -2.01], [1.62, -2.47, 1.48], [-0.35, -0.03, 4.02], [0.21, 3.36, 0.95], [0.83, 0.45, 0.75], [-1.51, 0.14, 0.54], [-3.97, -0.52, 0.82], [-2.69, -0.44, 1.18], [-0.34, -0.24, 1.07], [-1.85, 1.28, -0.39], [4.07, -0.52, 2.60], [-2.59, -2.68, -3.56], [-1.63, -2.79, -0.94], [1.02, -2.73, -1.27], [2.75, 1.66, -1.05], [-0.15, 2.24, -4.33], [-4.40, -0.24, -0.13], [0.94, 0.81, -0.18], [-4.79, -0.82, 1.48], [0.66, -0.27, -3.57], [-1.25, -1.88, -3.65], [1.74, -0.33, -2.51], [-1.22, 1.37, -1.29], [-1.41, 1.60, -4.59], [-0.28, -1.09, 1.72], [-3.45, 0.52, -3.11], [2.67, 0.13, 4.03], [1.64, 0.96, 3.45], [-0.90, 3.16, 2.64], [-2.57, -0.88, 2.20], [3.72, 1.89, -1.95], [3.10, 2.00, 1.62], [-2.84, 1.15, -0.86], [-0.67, 0.72, 3.51], [-1.84, 2.28, 0.04], [-2.55, -3.99, -0.79], [4.06, -1.67, 1.56], [0.41, 2.42, 0.92], [0.85, -2.93, 1.82], [0.08, -0.50, 3.30], [1.67, 0.16, 1.22], [0.72, 3.86, 0.29], [-0.01, -3.73, -1.40], [-2.52, -0.24, -4.09], [-2.10, 2.44, 3.29], [4.03, 1.39, 0.66], [1.49, -2.65, 0.53]]
}


Which of them is the most stable, and which is the least stable? 1) and 2), in that order.